1.
Molecular formula: C14H33N2O7S2
Method: DFT, the ωB97M-V functional and the def2-TZVPD basis

Last column: Mulliken charge in e.
Cartesian coordinates (Å):
C1 1.8502 -1.6530 3.5840  -1.2409
C2 0.6912 -0.9190 4.1640  0.6232
O1 0.6582 -0.8360 5.2830  -0.3100
N1 -0.3908 -0.5050 3.0940  0.3462
H1 -0.3618 -0.6100 2.1150  0.1123
H2 -1.2528 -1.1500 3.2010  0.5146
C3 -1.0518 0.7940 3.5210  -1.3804
H3 1.8572 -2.6180 3.7670  0.4644
H4 2.8212 -1.3860 3.9150  0.4110
H5 2.0182 -1.5930 2.5140  0.2180
H6 -1.2358 0.7330 4.3400  0.8939
H7 -2.0908 0.7810 2.9980  0.2481
H8 -0.5388 1.7170 3.2450  0.3809
C4 -3.4968 -1.1210 0.0420  -0.8462
C5 -2.7488 -2.5070 -0.1760  0.5630
O2 -3.2248 -3.2780 -0.9940  -0.4503
N2 -1.6228 -2.8520 0.6920  0.2994
H9 -1.0138 -2.1150 0.6410  0.0033
H10 -1.9188 -2.8620 1.6250  0.4369
C6 -0.9038 -4.0560 0.3680  -0.7880
H11 -3.7358 -0.7020 1.0610  0.2858
H12 -4.4118 -1.2770 -0.5270  0.3445
H13 -2.8598 -0.4160 -0.3000  0.1691
H14 -0.5108 -4.0550 -0.5920  0.3092
H15 -1.7518 -4.9710 0.4230  0.3437
H16 -0.0858 -4.1700 1.1060  0.3459
O3 -0.1808 -0.7700 0.5320  -1.0660
H17 0.6172 -0.1220 0.5410  -0.6342
C7 2.9162 2.2440 1.3660  -1.4148
C8 2.3382 1.7790 0.2130  0.3002
C9 1.1792 2.5460 -0.1190  -0.3971
S1 1.7442 4.2060 0.2650  1.2248
O4 0.7592 4.9240 1.1040  -0.6929
O5 2.0612 4.7950 -1.0030  -0.6756
C10 3.2482 3.6910 1.1460  -0.8723
H18 3.9562 1.8980 1.5960  0.3695
H19 2.4692 2.2020 2.1530  0.6678
H20 1.9792 0.7640 0.4730  0.0718
H21 2.9262 1.5410 -0.6260  0.4115
H22 0.2672 2.3890 0.5980  0.0888
H23 0.9342 2.5130 -1.0790  0.4033
H24 3.4962 4.4010 2.0620  0.3545
H25 3.9862 3.9240 0.5820  0.5654
C11 0.1402 -1.0990 -3.7310  -0.8822
C12 -0.6788 -0.7830 -4.8880  -0.3917
C13 -1.7588 -0.0120 -4.6010  -0.9467
S2 -1.0588 1.1730 -3.5320  1.1599
O6 -1.9848 1.4790 -2.4840  -0.6586
O7 -0.4818 2.1580 -4.4150  -0.6721
C14 0.2362 0.1390 -2.8460  -0.0231
H26 1.1952 -1.5270 -3.8180  0.2967
H27 -0.1118 -1.8000 -3.0240  0.2930
H28 -0.8988 -1.6720 -5.5390  0.3851
H29 -0.1488 -0.2200 -5.6910  0.3134
H30 -2.6338 -0.4940 -3.9880  0.2030
H31 -2.1658 0.4520 -5.3090  0.7013
H32 -0.0458 0.0460 -1.9590  -0.1592
H33 1.0102 0.8620 -3.0890  0.3786

DFT total energy ... -54017.5357 eV
Net charge ... +1
Highest occupied orbital energy ... -12.154 eV
Energy above the lowest of the compared OMol25 structures with the same formula, charge and spin ... 571.2 kJ/mol
Kohn-Sham gap ... 8.1283 eV

---

2.
Molecular formula: C4H2O
Method: DFT, the ωB97M-V functional and the def2-TZVPD basis

Last column: Mulliken spin population.
Cartesian coordinates (Å):
O1 1.6899 0.0323 0.2048  -0.0155
C1 0.3911 0.2273 0.4445  0.2691
C2 -1.0318 1.7536 0.1610  0.0607
C3 -1.5631 0.5437 -0.0678  0.4815
C4 -0.6988 -0.5803 0.2270  0.2096
H1 1.8559 -0.4807 -0.5948  0.0059
H2 -0.6433 -1.4959 -0.3747  -0.0113

DFT total energy ... -6220.6212 eV
Spin multiplicity ... 2
Net charge ... -1
Highest occupied orbital energy (alpha / beta) ... -2.122 / -2.443 eV
Energy above the lowest of the compared OMol25 structures with the same formula, charge and spin ... 205.1 kJ/mol
Expectation value of S² ... 0.77
Kohn-Sham gap (alpha / beta) ... 6.1805 / 6.2487 eV

---

3.
Molecular formula: C2H5N3OS
Method: DFT, the ωB97M-V functional and the def2-TZVPD basis

Last column: Mulliken charge in e.
Cartesian coordinates (Å):
H1 0.7003 2.7047 -0.3820  0.2322
N1 1.1479 1.7016 -0.2534  -0.6390
C1 0.2203 0.8069 -0.2820  0.5197
N2 0.5809 -0.5442 -0.2665  -0.2377
N3 1.9647 -1.0455 0.2312  -0.5855
S1 -1.4804 1.1458 0.1439  -0.1158
C2 -2.4256 -0.3007 0.0526  0.1628
O1 -2.0219 -1.3238 -0.3415  -0.4395
H2 -0.0113 -1.5118 -0.2677  0.3350
H3 2.7586 -0.6421 -0.4707  0.2631
H4 2.1136 -0.8790 1.4670  0.2628
H5 -3.5470 -0.1119 0.3690  0.2418

DFT total energy ... -19504.2441 eV
Net charge ... 0
Highest occupied orbital energy ... -9.259 eV
Energy above the lowest of the compared OMol25 structures with the same formula, charge and spin ... 454.1 kJ/mol
Kohn-Sham gap ... 9.7988 eV